one.
Computed, not measured: an isolated molecule of C4H5NS, with wB97M-V/def2-TZVPD.

Element x y z (Å)
1 C 2.172 0.612 0.000
2 S 1.190 -0.907 -0.053
3 C -0.407 -0.221 -0.085
4 C -1.522 -0.948 -0.011
5 C -2.778 -0.320 -0.055
6 N -3.766 0.286 -0.012
7 H 3.272 0.287 0.165
8 H 1.776 1.154 0.868
9 H 2.006 1.183 -0.911
10 H -0.513 0.847 -0.111
11 H -1.429 -1.973 0.202

## Properties
- molecular weight (g mol⁻¹) = 99.2
- orbital gap (eV) = 9.27
- lowest unoccupied orbital energy (eV) = 0.41
- structure (SMILES) = CS/C=C/C#N

So, what does the natural (NBO) scheme give us? The charges, in e, come out as: number 1, C, carries -0.742; number 2, S, carries 0.287; number 3, C, carries -0.272; number 4, C, carries -0.375; number 5, C, carries 0.257; number 6, N, carries -0.315; number 7, H, carries 0.248; number 8, H, carries 0.225; number 9, H, carries 0.226; number 10, H, carries 0.224; number 11, H, carries 0.238

---

two.
Computed, not measured: an isolated molecule of C4H5NS, with wB97M-V/def2-TZVPD.

Element x y z (Å)
1 C -0.087 2.376 -0.062
2 C -0.527 1.284 -0.047
3 C -1.172 0.009 -0.026
4 S -2.828 -0.151 0.022
5 N -0.331 -1.046 -0.119
6 C 1.100 -0.975 0.050
7 H 0.270 3.378 0.106
8 H -0.748 -1.921 -0.382
9 H 1.315 -1.318 1.082
10 H 1.428 0.039 -0.040
11 H 1.579 -1.675 -0.584

## Properties
- molecular weight (g mol⁻¹) = 99.2
- orbital gap (eV) = 8.46
- lowest unoccupied orbital energy (eV) = 0.00
- structure (SMILES) = C#CC(=S)NC

So, what does the natural (NBO) scheme give us? The charges, in e, come out as: number 1, C, carries -0.141; number 2, C, carries -0.108; number 3, C, carries 0.039; number 4, S, carries -0.122; number 5, N, carries -0.539; number 6, C, carries -0.418; number 7, H, carries 0.243; number 8, H, carries 0.413; number 9, H, carries 0.196; number 10, H, carries 0.228; number 11, H, carries 0.209

---

three.
Computed, not measured: an isolated molecule of C4H5NS, with wB97M-V/def2-TZVPD.

Element x y z (Å)
1 S 2.832 0.058 -0.087
2 C 1.227 0.034 0.073
3 C 0.027 -1.071 0.037
4 C -1.225 -0.442 -0.160
5 C -0.972 0.920 -0.080
6 N 0.442 1.234 0.069
7 H 0.622 -1.746 -0.761
8 H 0.061 -1.763 1.003
9 H -2.186 -1.006 -0.028
10 H -1.621 1.722 -0.312
11 H 0.793 2.061 0.246

## Properties
- molecular weight (g mol⁻¹) = 99.2
- orbital gap (eV) = 8.69
- lowest unoccupied orbital energy (eV) = 0.42
- structure (SMILES) = S=C1CC=CN1

So, what does the natural (NBO) scheme give us? The charges, in e, come out as: number 1, S, carries -0.068; number 2, C, carries 0.080; number 3, C, carries -0.517; number 4, C, carries -0.296; number 5, C, carries 0.002; number 6, N, carries -0.583; number 7, H, carries 0.270; number 8, H, carries 0.255; number 9, H, carries 0.246; number 10, H, carries 0.213; number 11, H, carries 0.398

---

Which one is most stable, and which one is least stable? one is the most stable of them, while two is the least stable.

---

one.
Computed, not measured: an isolated molecule of C10H13N, with wB97M-V/def2-TZVPD.

Element x y z (Å)
1 C 0.673 -0.550 -1.683
2 C 1.522 -0.508 -0.360
3 C 0.668 -1.216 0.847
4 C -0.745 -1.634 0.407
5 C -1.322 -0.279 -0.056
6 C -0.420 0.373 -1.336
7 C 0.111 1.523 -0.485
8 N -0.951 2.026 0.562
9 C -0.970 0.591 1.181
10 C 0.444 0.258 1.440
11 C 1.275 0.852 0.403
12 H 0.500 -1.618 -2.180
13 H 1.188 -0.009 -2.416
14 H 2.554 -0.865 -0.652
15 H 1.283 -1.877 1.314
16 H -0.745 -2.367 -0.377
17 H -1.417 -1.834 1.307
18 H -2.384 -0.231 -0.054
19 H -1.085 0.592 -2.178
20 H 0.520 2.282 -1.018
21 H -1.920 2.306 0.078
22 H -1.705 0.457 2.011
23 H 0.801 0.379 2.460
24 H 2.127 1.350 0.785

## Properties
- molecular weight (g mol⁻¹) = 147.2
- orbital gap (eV) = 9.93
- lowest unoccupied orbital energy (eV) = 0.99
- structure (SMILES) = C1[C@@H]2[C@@H]3C[C@@H]4[C@H]1[C@H]1N[C@@H]4[C@@H]3[C@@H]21

So, what does the natural (NBO) scheme give us? The charges, in e, come out as: number 1, C, carries -0.428; number 2, C, carries -0.205; number 3, C, carries -0.191; number 4, C, carries -0.430; number 5, C, carries -0.217; number 6, C, carries -0.232; number 7, C, carries -0.051; number 8, N, carries -0.623; number 9, C, carries -0.072; number 10, C, carries -0.244; number 11, C, carries -0.234; number 12, H, carries 0.220; number 13, H, carries 0.206; number 14, H, carries 0.216; number 15, H, carries 0.208; number 16, H, carries 0.214; number 17, H, carries 0.213; number 18, H, carries 0.211; number 19, H, carries 0.221; number 20, H, carries 0.199; number 21, H, carries 0.359; number 22, H, carries 0.215; number 23, H, carries 0.217; number 24, H, carries 0.228

---

two.
Computed, not measured: an isolated molecule of C10H13N, with wB97M-V/def2-TZVPD.

Element x y z (Å)
1 N 3.220 -0.811 -0.111
2 C 1.864 -0.332 -0.310
3 C 1.675 1.044 0.343
4 C 0.316 1.693 -0.156
5 C -0.774 0.686 0.031
6 C -2.118 1.159 0.033
7 C -3.210 0.285 -0.005
8 C -3.026 -1.068 -0.059
9 C -1.682 -1.490 0.052
10 C -0.554 -0.677 0.093
11 C 0.836 -1.328 0.147
12 H 3.511 -0.787 0.854
13 H 3.858 -0.107 -0.506
14 H 1.611 -0.217 -1.393
15 H 1.578 0.894 1.436
16 H 2.518 1.682 -0.075
17 H 0.090 2.630 0.335
18 H 0.451 1.942 -1.164
19 H -2.295 2.289 0.078
20 H -4.181 0.745 -0.043
21 H -3.881 -1.792 -0.228
22 H -1.636 -2.594 -0.151
23 H 0.931 -1.569 1.244
24 H 0.897 -2.274 -0.444

## Properties
- molecular weight (g mol⁻¹) = 147.2
- orbital gap (eV) = 9.92
- lowest unoccupied orbital energy (eV) = 1.03
- structure (SMILES) = N[C@@H]1CCc2ccccc2C1

So, what does the natural (NBO) scheme give us? The charges, in e, come out as: number 1, N, carries -0.819; number 2, C, carries -0.057; number 3, C, carries -0.402; number 4, C, carries -0.424; number 5, C, carries -0.016; number 6, C, carries -0.198; number 7, C, carries -0.223; number 8, C, carries -0.220; number 9, C, carries -0.185; number 10, C, carries -0.043; number 11, C, carries -0.416; number 12, H, carries 0.351; number 13, H, carries 0.348; number 14, H, carries 0.183; number 15, H, carries 0.204; number 16, H, carries 0.206; number 17, H, carries 0.215; number 18, H, carries 0.208; number 19, H, carries 0.210; number 20, H, carries 0.209; number 21, H, carries 0.222; number 22, H, carries 0.205; number 23, H, carries 0.209; number 24, H, carries 0.232

---

Which one is most stable, and which one is least stable? two is the most stable of them, while one is the least stable.

---

one.
Computed, not measured: an isolated molecule of C2H7N3O, with wB97M-V/def2-TZVPD.

Element x y z (Å)
1 H 0.570 -0.268 1.703
2 N -0.419 -0.165 1.434
3 C -0.512 0.019 0.158
4 N 0.453 0.028 -0.827
5 C 1.830 -0.057 -0.403
6 N -1.750 0.265 -0.464
7 O -2.805 0.340 0.516
8 H 0.298 0.756 -1.539
9 H 1.979 -0.897 0.294
10 H 2.531 -0.215 -1.244
11 H 2.127 0.819 0.179
12 H -1.974 -0.570 -1.069
13 H -2.327 -0.055 1.263

## Properties
- molecular weight (g mol⁻¹) = 89.1
- orbital gap (eV) = 10.34
- lowest unoccupied orbital energy (eV) = 0.75
- structure (SMILES) = [H]/N=C(\NC)NO

So, what does the natural (NBO) scheme give us? The charges, in e, come out as: number 1, H, carries 0.357; number 2, N, carries -0.786; number 3, C, carries 0.544; number 4, N, carries -0.627; number 5, C, carries -0.426; number 6, N, carries -0.349; number 7, O, carries -0.566; number 8, H, carries 0.402; number 9, H, carries 0.202; number 10, H, carries 0.218; number 11, H, carries 0.185; number 12, H, carries 0.365; number 13, H, carries 0.481

---

two.
Computed, not measured: an isolated molecule of C2H7N3O, with wB97M-V/def2-TZVPD.

Element x y z (Å)
1 N -0.878 -0.973 0.626
2 N 0.427 -1.349 0.053
3 N 0.813 -0.407 -0.903
4 C 0.926 0.887 -0.252
5 C -0.425 1.351 0.282
6 O -0.582 1.916 1.334
7 H -1.673 -1.438 0.195
8 H -0.869 -1.133 1.628
9 H 0.413 -2.266 -0.390
10 H 0.134 -0.333 -1.667
11 H 1.294 1.612 -0.982
12 H 1.632 0.788 0.575
13 H -1.211 1.342 -0.498

## Properties
- molecular weight (g mol⁻¹) = 89.1
- orbital gap (eV) = 9.85
- lowest unoccupied orbital energy (eV) = 0.89
- structure (SMILES) = NNNCC=O

So, what does the natural (NBO) scheme give us? The charges, in e, come out as: number 1, N, carries -0.694; number 2, N, carries -0.322; number 3, N, carries -0.443; number 4, C, carries -0.342; number 5, C, carries 0.443; number 6, O, carries -0.565; number 7, H, carries 0.350; number 8, H, carries 0.375; number 9, H, carries 0.349; number 10, H, carries 0.318; number 11, H, carries 0.220; number 12, H, carries 0.221; number 13, H, carries 0.089

---

Which one is most stable, and which one is least stable? one is the most stable of them, while two is the least stable.

---

one.
Computed, not measured: an isolated molecule of C2H7N3O, with wB97M-V/def2-TZVPD.

Element x y z (Å)
1 C -1.763 0.077 0.043
2 C -0.303 0.712 -0.261
3 N 0.645 -0.405 -0.160
4 N 1.998 0.111 0.006
5 N 2.874 -0.908 -0.068
6 O 2.295 1.306 0.080
7 H -2.538 0.697 -0.284
8 H -1.731 -0.830 -0.548
9 H -1.935 -0.222 1.009
10 H 0.039 1.532 0.361
11 H -0.233 1.098 -1.224
12 H 2.638 -1.823 -0.408
13 H 3.870 -0.752 -0.104

## Properties
- molecular weight (g mol⁻¹) = 89.1
- orbital gap (spin up / spin down) (eV) = 9.27 / 9.27
- lowest unoccupied orbital energy (spin up / spin down) (eV) = 0.57 / 0.57
- structure (SMILES) = CC/N=[N+](/N)[O-]

So, what does the natural (NBO) scheme give us? The charges, in e, come out as: number 1, C, carries -0.596; number 2, C, carries -0.270; number 3, N, carries -0.357; number 4, N, carries 0.442; number 5, N, carries -0.620; number 6, O, carries -0.421; number 7, H, carries 0.204; number 8, H, carries 0.209; number 9, H, carries 0.206; number 10, H, carries 0.206; number 11, H, carries 0.187; number 12, H, carries 0.414; number 13, H, carries 0.395

---

two.
Computed, not measured: an isolated molecule of C2H7N3O, with wB97M-V/def2-TZVPD.

Element x y z (Å)
1 C -2.087 -0.043 -0.086
2 C -0.603 0.040 -0.009
3 N -0.088 1.208 0.131
4 O 1.191 1.667 -0.048
5 N -0.036 -1.195 -0.018
6 N 1.425 -1.259 -0.064
7 H -2.248 1.137 -0.178
8 H -2.516 -0.869 -0.790
9 H -2.469 -0.274 1.010
10 H 1.673 0.776 -0.445
11 H -0.514 -2.037 0.405
12 H 1.804 -1.124 1.025
13 H 1.768 -2.211 -0.411

## Properties
- molecular weight (g mol⁻¹) = 89.1
- orbital gap (eV) = 8.59
- lowest unoccupied orbital energy (eV) = 0.58
- structure (SMILES) = C/C(=N/O)NN

So, what does the natural (NBO) scheme give us? The charges, in e, come out as: number 1, C, carries -0.680; number 2, C, carries 0.311; number 3, N, carries -0.224; number 4, O, carries -0.537; number 5, N, carries -0.489; number 6, N, carries -0.694; number 7, H, carries 0.281; number 8, H, carries 0.238; number 9, H, carries 0.213; number 10, H, carries 0.467; number 11, H, carries 0.383; number 12, H, carries 0.351; number 13, H, carries 0.380

---

three.
Computed, not measured: an isolated molecule of C2H7N3O, with wB97M-V/def2-TZVPD.

Element x y z (Å)
1 H -3.018 -1.597 -0.041
2 N -2.209 -1.110 0.389
3 N -1.383 -0.755 -0.429
4 N 0.026 0.039 0.274
5 C -0.098 1.473 0.216
6 C 0.867 -0.628 -0.570
7 O 2.195 -0.242 0.398
8 H 0.200 1.906 -0.742
9 H -1.161 1.671 0.391
10 H 0.510 1.911 1.006
11 H 0.792 -1.714 -0.556
12 H 1.124 -0.133 -1.507
13 H 2.156 -0.821 1.172

## Properties
- molecular weight (g mol⁻¹) = 89.1
- orbital gap (eV) = 9.14
- lowest unoccupied orbital energy (eV) = 0.63
- structure (SMILES) = [H]/N=N/N(C)CO

So, what does the natural (NBO) scheme give us? The charges, in e, come out as: number 1, H, carries 0.342; number 2, N, carries -0.321; number 3, N, carries -0.022; number 4, N, carries -0.319; number 5, C, carries -0.436; number 6, C, carries 0.094; number 7, O, carries -0.787; number 8, H, carries 0.177; number 9, H, carries 0.211; number 10, H, carries 0.230; number 11, H, carries 0.200; number 12, H, carries 0.170; number 13, H, carries 0.461

---

Which one is most stable, and which one is least stable? one is the most stable of them, while three is the least stable.